Record 1
The following is a DFT calculation (ωB97M-V with the def2-TZVPD basis set) of 8 unconnected molecules or ions with the total composition C43H103NO8P.

```
! wB97M-V def2-TZVPD RIJCOSX def2/J DEFGRID3
* xyz -1 1
C 0.46228 0.41520 2.95952
O -0.24817 1.39361 2.25074
C 0.55410 2.23324 1.44897
C 1.04955 1.55674 0.16541
C 0.35731 2.08514 -1.08744
C 0.61885 1.30854 -2.39904
C 1.87909 0.44931 -2.42482
C 2.22545 -0.12166 -3.80021
C 1.39094 -1.32545 -4.25274
C 1.16120 -2.38838 -3.16442
C -0.29892 -2.43326 -2.73555
C -0.56229 -3.14428 -1.41889
C -1.89916 -2.74821 -0.80301
C -1.84672 -1.28910 -0.34838
N -2.89453 -0.98783 0.62424
P -2.89184 0.64149 0.90188
C -3.28406 0.81465 2.70475
C -4.46541 1.28263 0.11627
H -0.16572 -0.47390 3.00692
H 0.67730 0.72385 3.98676
H 1.38397 0.11331 2.45945
H -0.06062 3.09766 1.20947
H 1.41796 2.57180 2.03301
H 2.12763 1.67563 0.07288
H 0.81976 0.49527 0.25466
H -0.71297 2.06058 -0.87680
H 0.61409 3.13744 -1.23162
H -0.25027 0.66909 -2.56452
H 0.65672 2.01560 -3.22777
H 2.72603 1.06452 -2.10879
H 1.79636 -0.34571 -1.68919
H 3.28877 -0.37024 -3.81909
H 2.07508 0.67520 -4.53290
H 1.90193 -1.78899 -5.09800
H 0.43164 -0.97016 -4.62638
H 1.44174 -3.36778 -3.55926
H 1.79782 -2.21943 -2.29942
H -0.89071 -2.91375 -3.51901
H -0.65065 -1.40489 -2.66775
H -0.49263 -4.22462 -1.57337
H 0.22119 -2.85120 -0.71565
H -2.70177 -2.87080 -1.53368
H -2.10055 -3.37531 0.06386
H -0.83825 -1.13425 0.07646
H -1.96188 -0.64052 -1.23004
H -2.94940 -0.10777 3.17087
H -4.35706 0.92380 2.87266
H -2.75394 1.67054 3.10981
H -4.46859 2.37112 0.05732
H -5.36410 0.95229 0.64754
H -4.48020 0.84854 -0.88113
C 5.96461 2.95360 -7.05354
C 6.59414 3.72749 -5.90888
O 5.65449 4.29441 -5.01340
C 4.82313 3.34342 -4.36117
C 5.59324 2.33256 -3.52680
H 5.30809 3.59388 -7.64464
H 6.74299 2.55782 -7.70690
H 5.38152 2.10658 -6.69244
H 7.17097 4.56595 -6.30176
H 7.29601 3.08583 -5.36483
H 4.18507 2.83082 -5.08870
H 4.16168 3.92668 -3.72105
H 6.26555 1.72391 -4.13437
H 4.90034 1.65430 -3.02573
H 6.19026 2.84299 -2.76902
C 0.90396 -3.82473 5.34133
C 1.34543 -3.58414 3.90858
O 2.51583 -2.79128 3.80081
C 3.67779 -3.30687 4.41702
C 4.12449 -4.65609 3.87852
H 0.74179 -2.86988 5.84339
H -0.02709 -4.39133 5.35916
H 1.64500 -4.38605 5.91368
H 0.57035 -3.02704 3.38346
H 1.47066 -4.53331 3.37554
H 3.55122 -3.35434 5.50601
H 4.45037 -2.56241 4.22209
H 3.38635 -5.43717 4.06396
H 5.05556 -4.95819 4.36012
H 4.29150 -4.59961 2.80221
C -3.40140 5.98730 4.34749
C -3.44561 4.68485 3.56369
O -4.63243 3.94159 3.74624
C -5.83883 4.56180 3.35679
C -5.89025 4.94824 1.88785
H -3.53649 5.79613 5.41329
H -2.43683 6.47511 4.20033
H -4.17767 6.68575 4.02950
H -2.64827 4.02368 3.90227
H -3.26571 4.87125 2.49872
H -6.05322 5.43184 3.99241
H -6.61110 3.82041 3.56338
H -5.14002 5.69861 1.63357
H -6.87042 5.36310 1.64678
H -5.71773 4.07296 1.26066
C 1.53934 -0.24519 7.73089
C 2.79155 -0.93912 8.23547
O 3.27735 -0.44516 9.47281
C 2.38809 -0.54032 10.56853
C 1.95910 -1.95918 10.90347
H 1.70594 0.82743 7.62754
H 1.26297 -0.64675 6.75575
H 0.68964 -0.38942 8.39988
H 3.60754 -0.78047 7.53037
H 2.62964 -2.02245 8.29233
H 1.50955 0.09538 10.40887
H 2.93597 -0.11569 11.41027
H 1.39315 -2.41932 10.09290
H 1.32335 -1.95488 11.78963
H 2.83054 -2.58421 11.10376
C -6.14621 -2.19960 1.30012
C -7.36119 -1.82031 2.12581
O -8.25538 -0.91789 1.48430
C -8.78419 -1.35068 0.25091
C -9.58796 -2.63940 0.33148
H -5.56989 -1.32518 1.00553
H -5.48511 -2.84512 1.87729
H -6.42390 -2.73711 0.39011
H -7.04420 -1.29851 3.02912
H -7.90411 -2.71743 2.45397
H -7.98896 -1.44541 -0.49734
H -9.43307 -0.53726 -0.07836
H -8.97277 -3.48397 0.64309
H -10.00837 -2.87728 -0.64720
H -10.40659 -2.53583 1.04615
C -4.93666 1.29557 -6.55939
C -3.50321 0.82587 -6.36649
O -2.91505 1.24127 -5.15446
C -3.56101 0.79974 -3.96457
C -3.64503 -0.70842 -3.82763
H -4.99289 2.38315 -6.49599
H -5.30265 0.98301 -7.53893
H -5.60686 0.87968 -5.80653
H -2.87212 1.25363 -7.14752
H -3.44464 -0.26445 -6.47340
H -4.55680 1.25001 -3.88160
H -2.96445 1.20825 -3.14896
H -4.24227 -1.16242 -4.62229
H -4.09754 -0.97254 -2.87044
H -2.64956 -1.15161 -3.86527
C 5.96236 -1.59549 -4.23647
C 6.32438 -1.11759 -5.63191
O 7.40621 -0.20091 -5.67099
C 8.64264 -0.66495 -5.16580
C 9.20031 -1.87363 -5.89841
H 5.72793 -0.74798 -3.59130
H 5.08864 -2.24625 -4.28248
H 6.77218 -2.16036 -3.77173
H 5.48234 -0.57149 -6.05873
H 6.51776 -1.96989 -6.29364
H 8.56779 -0.87037 -4.09152
H 9.32468 0.17835 -5.27907
H 8.55471 -2.74697 -5.79995
H 10.17724 -2.13609 -5.49069
H 9.31413 -1.65654 -6.96138
*
```

Record 2
The following is a DFT calculation (ωB97M-V with the def2-TZVPD basis set) of 8 unconnected molecules or ions with the total composition C43H109N2O29P7.

```
! wB97M-V def2-TZVPD RIJCOSX def2/J DEFGRID3
* xyz 0 1
C 1.46382 -2.95983 3.46086
C 1.22432 -4.41212 3.19988
O 0.14919 -4.83261 4.05475
P 0.20935 -6.10887 4.96797
O 1.50248 -6.55133 5.40083
O -0.89791 -5.76014 6.08167
C -0.56722 -4.76917 7.11740
C -0.68145 -5.43450 8.45529
O -0.63004 -7.15106 4.12950
C -0.63284 -8.53258 4.69042
C -0.29167 -9.56513 3.70245
H 1.79697 -2.56013 2.53380
H 0.54172 -2.42393 3.73062
H 2.12099 -2.67894 4.32492
H 0.98591 -4.58295 2.13741
H 2.10814 -5.03365 3.41788
H 0.42153 -4.30868 6.92342
H -1.34025 -3.99495 7.03341
H -1.59297 -6.00104 8.46727
H 0.20857 -6.03447 8.60443
H -0.64633 -4.60988 9.14632
H 0.02062 -8.49442 5.60322
H -1.63748 -8.77899 5.01320
H 0.70470 -9.58651 3.25067
H -0.45165 -10.51061 4.18898
H -0.91095 -9.45157 2.86954
C -7.15075 -4.44723 -3.53985
C -7.57055 -3.12541 -4.16011
O -6.55548 -2.14820 -3.90321
P -5.24513 -2.21833 -4.81722
O -5.37839 -3.10395 -6.00874
O -4.97534 -0.67961 -4.96488
C -3.91637 -0.22976 -5.83158
C -3.93756 1.30070 -5.86436
O -4.11448 -2.67856 -3.79458
C -3.50600 -4.02931 -3.90494
C -3.53220 -4.52409 -2.47657
H -7.95217 -5.15971 -3.57837
H -6.35783 -4.84424 -4.18796
H -6.62224 -4.32314 -2.51420
H -7.81740 -3.05023 -5.23805
H -8.47875 -2.68660 -3.68622
H -2.93194 -0.63679 -5.65417
H -4.16828 -0.53863 -6.81797
H -3.11321 1.63894 -6.46776
H -4.93628 1.67265 -6.18976
H -3.72483 1.68410 -4.82830
H -4.12667 -4.56301 -4.61064
H -2.47901 -3.90583 -4.30590
H -4.46887 -4.29485 -2.02571
H -3.19817 -5.57770 -2.37518
H -2.75524 -3.99725 -1.94678
C 8.50463 5.97864 -4.21625
C 7.84734 5.45246 -2.91845
O 6.64090 4.71190 -3.24502
P 6.15635 3.47974 -2.41680
O 7.23577 2.94144 -1.53601
O 4.84317 3.94984 -1.65745
C 3.55944 4.07956 -2.22468
C 3.08612 5.56062 -2.09498
O 5.55880 2.51226 -3.48801
C 6.36627 1.80899 -4.44673
C 6.78358 0.45683 -3.98323
H 7.73116 6.50733 -4.82076
H 9.37509 6.61284 -4.04434
H 8.81070 5.16313 -4.88182
H 8.51406 4.83773 -2.32429
H 7.56100 6.39031 -2.35559
H 3.59517 3.71005 -3.23890
H 2.85780 3.53953 -1.57565
H 2.04884 5.76457 -2.32799
H 3.16457 5.79469 -1.01047
H 3.74887 6.24621 -2.63537
H 5.81211 1.64496 -5.37917
H 7.23814 2.44513 -4.66173
H 7.30262 -0.12674 -4.76356
H 7.43329 0.52215 -3.12200
H 5.82968 -0.10310 -3.73785
C -1.61779 -0.06232 -2.17813
C -0.78183 0.52568 -1.02509
O -0.00890 -0.55359 -0.53618
P 1.39304 -0.38207 0.14159
O 2.03919 -1.67548 0.35996
O 2.23157 0.66520 -0.73487
C 3.05676 0.19089 -1.79452
C 2.26426 0.43149 -3.00121
O 1.06431 0.49815 1.42839
C 1.94827 0.97187 2.42999
C 1.06388 1.11184 3.70314
H -2.41793 0.64348 -2.52486
H -0.92129 -0.23694 -2.97878
H -2.12694 -0.88075 -1.78658
H -0.23398 1.41698 -1.44656
H -1.52600 0.88534 -0.25959
H 4.02524 0.77177 -1.77124
H 3.29234 -0.88049 -1.68605
H 1.94231 1.45389 -3.13018
H 2.87017 -0.04997 -3.87184
H 1.24849 -0.07002 -2.95883
H 2.74608 0.22529 2.52697
H 2.36738 1.92852 2.11071
H 1.78462 1.39122 4.50543
H 0.35443 1.99260 3.61596
H 0.60540 0.16604 3.90521
C 5.54312 -1.11723 5.85452
C 5.56891 -0.74512 4.29811
O 6.36014 0.40842 4.09305
P 5.55818 1.65804 3.43749
O 4.30914 1.92975 4.08926
O 6.72989 2.72054 3.59671
C 6.57536 4.04173 3.17649
C 7.97619 4.70545 3.43207
O 5.45429 1.33470 1.91752
C 6.60034 0.74651 1.22859
C 6.27133 -0.58749 0.56490
H 5.02870 -0.33751 6.39325
H 5.01334 -2.04926 6.04009
H 6.60876 -1.17799 6.05155
H 6.15317 -1.58676 3.75357
H 4.61186 -0.63600 3.85193
H 6.25540 4.09421 2.12085
H 5.80530 4.49376 3.81988
H 8.03636 5.67169 2.85645
H 7.99508 5.04133 4.50368
H 8.79971 4.12800 3.10165
H 6.87603 1.47347 0.44117
H 7.43821 0.64580 1.90901
H 7.12509 -0.82203 -0.08720
H 6.18090 -1.42141 1.29547
H 5.36834 -0.48369 -0.00690
C 0.15469 5.03060 0.43617
C -0.80466 3.85431 0.65852
O -2.20606 4.33719 0.63290
P -3.14288 3.75276 -0.55256
O -2.63908 3.64767 -1.91657
O -3.86014 2.47047 -0.01181
C -4.14953 2.09104 1.37835
C -5.59170 2.39467 1.80532
O -4.30201 4.81249 -0.34018
C -4.11090 6.19515 -0.94513
C -5.20307 7.07537 -0.30260
H 1.24767 4.89214 0.40129
H -0.21820 5.47114 -0.49888
H -0.03579 5.81067 1.27815
H -0.60354 3.19255 -0.15799
H -0.74350 3.32560 1.62283
H -4.03196 0.98309 1.41661
H -3.34122 2.55042 2.03176
H -6.23276 1.59073 1.30979
H -5.62821 2.14271 2.87978
H -5.85977 3.38778 1.51439
H -3.08072 6.43520 -0.73182
H -4.28746 6.17011 -2.02563
H -5.01786 7.26434 0.72994
H -5.14774 8.01703 -0.69056
H -6.17083 6.61779 -0.36324
C -6.81674 -4.64850 2.21031
C -7.54621 -3.37892 1.77381
O -6.58747 -2.25441 1.55938
P -5.44632 -2.28324 0.46896
O -5.65025 -3.26061 -0.63658
O -5.20237 -0.78594 0.02184
C -5.49079 -0.45421 -1.36166
C -6.93596 -0.23862 -1.57141
O -4.16339 -2.59495 1.33789
C -2.84608 -2.80094 0.71707
C -1.76460 -2.77267 1.76224
H -7.57568 -5.29853 2.61305
H -6.21443 -5.02263 1.41919
H -6.12560 -4.40918 3.04625
H -8.19473 -3.46215 0.92705
H -8.16036 -2.92925 2.57923
H -4.93344 0.51724 -1.43825
H -5.16724 -1.21889 -2.04484
H -7.46437 -1.16841 -1.55204
H -7.38471 0.52858 -0.89176
H -6.96561 0.18347 -2.60979
H -2.80746 -3.71210 0.12930
H -2.75951 -1.93371 0.04348
H -1.95248 -3.43648 2.68203
H -0.82741 -3.04473 1.27140
H -1.66294 -1.79110 2.15182
C 0.03773 3.25316 -3.90183
O 0.40737 3.56210 -2.77649
N -1.26384 2.67106 -4.10256
N 0.77344 3.52824 -5.03613
H -1.64200 2.63251 -4.99269
H -1.75352 2.94264 -3.26445
H 1.70178 3.86626 -4.83729
H 0.71630 2.80731 -5.73735
*
```

The following E values (in eV) correspond, in order, to the records above: -73416.9361 -173757.6067.
The following max |F| values (in hartree/bohr) correspond, in order, to the records above: 0.0244 0.0962.